Molecular formula: C51H121N3O32
Method: DFT, wB97M-V/def2-TZVPD

## Properties
- total energy (eV) = -124825.36787
- molar mass (g mol⁻¹) = 1288.5
- lowest unoccupied orbital energy (eV) = -0.05
- E_HOMO (Eh) = -0.319
- Kohn-Sham gap (eV) = 8.628
- relative energy (zero: lowest compared OMol25 entry of this formula, charge and spin) (kcal/mol) = 160.1
- strongest force on any atom (eV Å⁻¹) = 4.6

```
207
Properties=species:S:1:pos:R:3:forces:R:3
C 5.8368 -3.8495 -6.6260 -0.796 -0.417 0.971
C 5.0588 -3.4694 -5.3058 1.621 -0.267 -0.399
O 5.6343 -2.2766 -4.8299 1.182 2.535 1.891
C 5.5425 -1.9097 -3.4644 -0.751 -0.171 -3.974
O 4.9803 -2.5815 -2.6702 -0.043 -0.309 1.408
O 6.0144 -0.6636 -3.3895 1.052 -0.749 -0.909
C 5.7544 0.0577 -2.2328 -1.174 0.281 2.126
H 5.7874 -3.2073 -7.5053 -0.281 0.316 0.393
H 5.4899 -4.8398 -6.9208 -0.157 -0.037 -0.129
H 6.8809 -3.9976 -6.3503 0.026 0.257 0.017
H 5.3890 -4.2208 -4.5884 -0.901 -0.478 0.020
H 3.9853 -3.2839 -5.3393 -0.034 -0.676 -0.345
H 6.4302 0.8727 -1.9734 0.373 -0.127 -1.048
H 5.7721 -0.5638 -1.3376 -0.094 -0.345 -0.104
H 4.7447 0.4601 -2.3147 -0.042 0.187 0.103
C -6.9660 -2.9234 0.1475 -1.133 0.126 -0.406
C -6.6437 -4.0995 -0.7597 0.444 0.220 -0.394
O -7.7686 -5.0518 -0.7748 0.367 -0.257 -0.021
C -8.1031 -5.7173 -1.8890 0.248 1.574 -3.697
O -7.5612 -5.5648 -3.0222 -1.530 -1.076 3.868
O -9.2782 -6.3920 -1.6699 0.936 0.380 -0.114
C -9.7967 -7.2389 -2.7056 -0.285 -0.749 -0.804
H -7.7599 -2.3046 -0.2707 -0.270 -0.184 -0.184
H -6.1525 -2.2048 0.2470 0.388 -0.530 0.188
H -7.3482 -3.2719 1.1070 0.381 0.061 0.131
H -5.7158 -4.5437 -0.3996 -0.361 -0.770 0.207
H -6.3750 -3.7801 -1.7666 -0.576 -0.055 -0.153
H -9.0231 -7.8714 -3.1411 0.020 0.062 0.227
H -10.3679 -6.8260 -3.5371 0.804 1.461 -0.125
H -10.6355 -7.8442 -2.3622 0.621 -0.254 1.258
C 11.2697 6.6148 5.0605 -0.278 -0.097 -0.974
C 11.5619 5.8399 3.7643 0.377 0.827 0.525
O 11.4068 4.4975 4.1470 -0.967 -2.306 0.041
C 10.1846 3.9276 4.0169 -0.924 -1.455 0.156
O 9.2836 4.2190 3.2544 1.361 0.018 1.164
O 10.1325 2.8317 4.8965 0.837 2.254 -0.571
C 8.9618 2.0537 5.0538 -0.259 -1.050 -0.440
H 10.2925 6.3309 5.4510 -0.198 0.395 -0.154
H 11.3638 7.6839 4.8699 -0.100 0.024 0.405
H 11.9847 6.2472 5.7965 0.157 0.339 -0.055
H 12.6153 6.0229 3.5521 0.113 -0.501 -0.122
H 11.0437 6.0167 2.8218 -0.566 0.428 0.429
H 9.1821 1.3094 5.8190 0.362 0.158 0.029
H 8.7727 1.4826 4.1449 -0.203 0.192 -0.147
H 8.0379 2.5239 5.3905 0.284 0.769 -0.285
C -1.8428 2.9010 6.8915 0.734 -1.080 -0.606
C -2.7978 3.8815 6.2739 0.946 1.968 0.193
O -3.7078 3.2881 5.4112 -2.263 -0.588 -0.902
C -4.6737 4.0715 4.7923 1.726 0.288 0.508
O -4.6859 5.2683 4.6650 0.307 -0.239 0.601
O -5.5278 3.2398 4.2843 -1.395 -0.482 -0.309
C -6.7121 3.7049 3.5665 0.317 -1.069 0.063
H -2.3144 2.0032 7.2910 -0.264 0.228 0.236
H -1.1531 3.3151 7.6269 -0.541 0.408 0.244
H -1.1439 2.5226 6.1455 -0.127 -0.089 -0.374
H -2.2640 4.5860 5.6361 0.449 0.346 0.402
H -3.2933 4.4707 7.0455 -0.279 -0.038 0.034
H -7.5967 3.6063 4.1957 0.234 -0.042 0.270
H -6.7332 2.9053 2.8260 -0.554 0.567 -0.433
H -6.7118 4.7154 3.1578 0.712 -0.175 0.063
C 9.1242 -3.9105 11.2329 -0.016 -0.818 0.366
C 9.4850 -3.6556 9.7835 0.391 0.191 -0.460
O 8.9463 -4.6966 8.9046 -1.399 1.426 2.840
C 9.5724 -5.1787 7.8962 4.420 0.820 -1.173
O 10.7746 -5.0184 7.6222 -2.154 -0.400 0.545
O 8.7184 -5.8461 7.1881 -1.259 -1.138 -0.976
C 9.2310 -6.7883 6.2417 -0.755 -0.629 0.521
H 8.1206 -4.3089 11.3823 -0.073 0.025 -0.330
H 9.1956 -3.0532 11.9022 0.140 0.360 -0.494
H 9.8161 -4.6420 11.6504 -0.049 -0.170 -0.018
H 10.5684 -3.6073 9.6736 -0.048 -0.177 -0.173
H 9.0903 -2.7057 9.4229 -0.194 -0.100 -0.062
H 9.7467 -6.2793 5.4274 0.195 -0.417 0.215
H 8.3617 -7.3663 5.9281 -0.217 0.600 -0.556
H 9.7409 -7.5729 6.8007 1.015 0.432 -0.249
C -4.6392 2.0672 -13.2144 0.035 -0.220 -0.027
C -3.4417 2.9999 -13.0214 -0.054 -1.142 -0.672
O -2.9387 2.9709 -11.6526 0.231 -0.777 0.366
C -2.2052 1.8798 -11.2724 1.210 -1.316 -3.006
O -1.8172 0.9694 -12.0623 -1.472 2.920 3.034
O -1.8702 2.0033 -9.9735 -0.518 1.208 -1.769
C -1.0571 1.0009 -9.4342 -0.446 -1.312 1.421
H -4.3683 1.0986 -12.7941 -0.289 0.027 0.275
H -4.8432 1.8378 -14.2603 0.391 0.316 -0.260
H -5.5984 2.4361 -12.8512 0.235 0.038 0.517
H -3.6738 4.0149 -13.3440 0.138 0.143 0.805
H -2.6647 2.6379 -13.6947 0.240 0.040 0.231
H -0.9615 1.2391 -8.3748 0.038 0.248 -0.062
H -0.0479 0.8498 -9.8174 -0.331 0.279 -0.646
H -1.6698 0.0997 -9.4585 0.584 -0.453 -0.199
C -1.2648 5.9025 -0.6249 -0.621 0.501 -0.822
C 0.0673 6.5702 -0.7249 0.769 -0.695 0.102
O 0.6590 6.5840 0.5676 1.290 -0.375 1.121
C 1.4555 5.5698 1.0338 -0.340 -0.670 -4.095
O 1.8768 4.6268 0.3111 -1.241 2.768 2.830
O 1.6801 5.8576 2.3009 0.417 -1.542 0.456
C 2.4691 4.8358 2.9356 0.627 -0.980 0.605
H -1.5082 5.7836 -1.6807 -0.772 -0.362 0.045
H -2.0022 6.5481 -0.1480 -0.021 -0.037 -0.018
H -1.2752 4.9395 -0.1144 0.362 0.026 -0.166
H 0.0379 7.6025 -1.0736 -0.320 0.072 0.357
H 0.6793 6.0646 -1.4720 0.346 -0.299 0.341
H 2.3328 4.7780 4.0155 -0.074 1.191 0.004
H 3.5199 4.9603 2.6740 -0.079 0.133 0.129
H 2.2016 3.8066 2.6967 -0.330 0.239 -0.922
C 1.8772 -6.5251 7.2488 1.442 0.390 -1.056
O 0.9865 -7.3358 6.5343 0.460 -1.245 0.716
C -0.1319 -6.8088 5.8890 0.308 0.071 0.626
C -0.7118 -7.8655 4.9107 1.402 2.038 0.547
N -1.7582 -7.1428 4.2184 -0.325 -1.424 -0.150
C -2.3255 -7.9004 3.0827 0.623 1.839 0.237
C -1.3811 -8.2903 1.9078 -0.978 -1.262 -0.371
O -0.5881 -7.2756 1.3942 2.283 1.835 0.361
C 0.5140 -7.6181 0.5054 -1.492 -1.216 -0.111
H 1.5823 -5.5496 7.6354 -0.997 -0.299 0.411
H 2.6793 -6.2272 6.5736 0.246 0.149 -0.512
H 2.4466 -7.1099 7.9713 -0.705 -0.123 0.398
H 0.1648 -5.8757 5.4101 -0.077 0.090 -0.739
H -0.8294 -6.4946 6.6654 -0.659 -0.191 -0.111
H -0.9525 -8.7677 5.4730 -0.659 0.096 -0.182
H 0.0771 -8.1028 4.1970 0.411 -0.375 0.112
H -1.3353 -6.2898 3.8814 -0.092 0.112 -0.239
H -3.0750 -7.1691 2.7803 -0.440 -0.634 -0.701
H -2.7694 -8.7949 3.5197 -0.185 -0.060 -0.417
H -1.9819 -8.6017 1.0534 -0.737 -0.353 0.049
H -0.8760 -9.2159 2.1842 0.816 0.116 0.208
H 0.0872 -8.3533 -0.1768 0.117 -0.083 -0.463
H 1.3892 -8.1190 0.9195 -0.152 0.117 0.898
H 0.8959 -6.7969 -0.1012 -0.594 0.454 0.472
C 3.5867 -3.3017 2.4096 -0.144 1.893 1.127
O 2.5458 -2.3095 2.7214 0.035 -1.673 -0.342
C 1.6849 -1.8649 1.6705 1.125 0.930 0.446
C 0.8448 -2.9247 0.9541 0.991 0.616 -0.153
N -0.1880 -2.3556 0.0609 0.493 -0.183 1.100
C 0.2899 -1.3868 -0.9327 -1.544 0.073 -0.308
C -0.8735 -0.4464 -1.3861 1.098 0.608 0.422
O -1.9526 -1.0809 -1.9992 0.965 -1.910 1.214
C -2.8296 -0.2475 -2.6361 -0.406 0.269 -0.701
H 3.4094 -3.9820 1.5766 -0.371 -0.110 0.399
H 3.7907 -3.7088 3.3999 -0.396 -0.957 -0.325
H 4.5308 -2.7817 2.2470 0.025 0.353 -0.692
H 2.3586 -1.2848 1.0398 -0.109 -0.246 -0.942
H 1.1254 -1.0600 2.1471 -0.696 -0.361 0.068
H 0.4660 -3.6118 1.7107 -0.636 0.218 -0.040
H 1.5460 -3.5291 0.3787 0.283 -0.215 -0.261
H -0.5458 -3.1676 -0.4217 -0.458 0.215 -0.204
H 0.6982 -1.9219 -1.7901 0.075 0.133 -0.390
H 1.0838 -0.7327 -0.5721 -0.161 -0.119 0.297
H -0.4261 0.3351 -2.0003 0.216 -0.121 -1.006
H -1.2316 0.2025 -0.5868 -0.159 -0.455 0.850
H -3.1642 0.5887 -2.0221 0.231 0.372 0.064
H -3.7316 -0.8121 -2.8725 0.113 -0.098 -0.232
H -2.2999 0.0536 -3.5399 -0.580 0.738 -0.394
C -8.2400 10.5059 -1.0236 -0.206 0.520 0.439
O -8.6473 10.4380 -2.3680 -0.343 -0.473 0.869
C -7.6363 10.2306 -3.3585 -0.783 -1.209 1.335
C -7.1625 8.7214 -3.3814 0.122 0.781 -1.887
N -7.9851 7.8667 -4.2374 -1.903 0.174 0.580
C -9.4138 7.7027 -3.8177 0.667 -2.160 0.529
C -9.6626 7.0810 -2.4140 0.906 0.704 0.824
O -9.0959 5.7806 -2.1049 0.047 1.027 -1.438
C -9.7863 4.6587 -2.6793 0.597 0.303 1.490
H -8.0107 11.5473 -0.7978 0.793 0.044 0.107
H -7.4652 9.7970 -0.7316 0.417 0.166 -0.305
H -9.0443 10.3075 -0.3152 -0.565 -0.327 -0.504
H -6.7813 10.8866 -3.1953 0.088 0.118 0.015
H -8.2694 10.5977 -4.1663 1.021 -0.669 -1.046
H -6.9250 8.2421 -2.4317 -0.339 0.599 0.599
H -6.2314 8.6786 -3.9464 0.453 0.451 0.256
H -7.5493 6.9558 -4.2553 -0.105 -0.177 -0.060
H -9.8527 6.8930 -4.4006 -0.010 0.557 -1.139
H -9.9813 8.6294 -3.9024 0.120 -0.107 -0.062
H -10.7222 7.0849 -2.1583 -0.270 -0.056 -0.250
H -9.1882 7.7834 -1.7287 0.044 -0.279 0.492
H -10.5685 4.4405 -1.9521 -0.751 -0.134 -0.582
H -9.1016 3.8168 -2.5765 0.123 0.038 -0.392
H -10.1069 4.7753 -3.7145 -0.117 0.098 0.128
C -2.9471 -4.8009 -5.5795 -0.458 -1.061 -0.762
O -3.5241 -6.1249 -5.8975 0.344 1.667 0.337
H -3.8065 -4.2013 -5.2794 0.512 0.372 0.661
H -2.1512 -4.9657 -4.8533 -0.222 0.505 0.203
H -2.5561 -4.2909 -6.4599 0.180 -0.411 -0.183
H -4.3270 -5.9910 -5.3886 -0.385 -1.069 -0.227
C 2.9955 4.0796 -5.3766 2.094 -0.846 -0.148
O 3.5286 4.7739 -4.2933 -0.499 1.657 1.710
H 3.2570 4.6910 -6.2403 -0.894 -0.099 -0.210
H 3.7343 3.2781 -5.3761 -0.731 -1.148 -1.156
H 1.9745 3.7200 -5.2493 -0.071 0.309 -0.336
H 3.3753 4.2472 -3.5055 0.084 0.134 0.170
C 3.8577 -0.4165 9.2197 -0.709 -0.497 1.739
O 3.2719 -0.1023 10.5238 0.504 0.217 -0.638
H 4.6927 -1.0768 9.4541 0.037 0.026 -0.271
H 3.0777 -0.9886 8.7174 0.448 0.163 -0.758
H 4.2281 0.4677 8.7009 -0.323 -0.013 -0.105
H 2.3221 -0.0338 10.4026 0.044 0.098 0.028
C 9.0649 -5.8836 -0.0733 0.196 0.080 -1.285
O 10.4325 -5.8940 0.2917 0.153 -0.465 0.571
H 8.8967 -4.9460 -0.6032 -0.708 0.489 0.749
H 8.7603 -6.5793 -0.8551 0.481 -0.728 0.023
H 8.4319 -6.1318 0.7787 0.166 0.648 0.088
H 11.0096 -6.1988 -0.4123 -0.296 -0.021 -0.145
C -7.0613 3.3909 -8.2071 2.415 1.597 -0.684
O -8.1040 2.6159 -7.8647 -2.395 -1.357 0.955
H -6.8498 3.2894 -9.2715 0.469 0.102 -0.164
H -7.1993 4.4555 -8.0179 -0.751 -0.022 0.021
H -6.1820 3.1751 -7.6001 0.460 -0.273 -0.180
H -7.8420 1.7012 -7.9923 -0.192 -0.043 0.054
```
Positions in Å, forces in eV/Å.

Atom charges from the Mulliken analysis, given in e for atoms 1 to 2:
1. C -1.140
2. C -0.219